98
Properties=species:S:1:pos:R:3:lowdin_charge:R:1 method="wB97M-V/def2-TZVPD" e_above_lowest_ev=1.462 total_charge=0 lumo_energy_ev=-0.94 homo_lumo_gap_ev=6.95
In -0.663 0.258 0.337 0.93
C 0.054 -3.496 -1.039 0.00
C 1.372 -3.201 -0.490 -0.12
C 1.587 -1.852 -0.642 -0.14
C 0.360 -1.274 -1.224 -0.12
C -0.563 -2.378 -1.479 -0.21
C -1.877 -2.320 -2.226 -0.54
C -1.834 -1.223 -3.291 -0.04
C -3.023 -2.046 -1.239 -0.03
C -2.146 -3.660 -2.933 -0.05
C 2.798 -0.948 -0.418 -0.51
C 2.936 -0.547 1.060 -0.03
C 4.118 -1.576 -0.894 -0.04
C 2.655 0.341 -1.240 -0.06
C 2.195 -4.375 0.030 -0.51
C 3.017 -4.053 1.286 -0.04
C 3.096 -4.903 -1.097 -0.03
C 1.269 -5.543 0.417 -0.06
H -0.340 -4.487 -1.137 0.10
H 0.422 -0.489 -1.969 0.08
H -1.725 -0.242 -2.841 0.04
H -2.753 -1.229 -3.874 0.09
H -0.997 -1.386 -3.964 0.10
H -2.894 -1.067 -0.770 0.05
H -3.052 -2.814 -0.464 0.09
H -3.978 -2.048 -1.762 0.09
H -1.291 -3.944 -3.542 0.09
H -3.010 -3.568 -3.588 0.08
H -2.353 -4.458 -2.224 0.08
H 3.081 -1.411 1.701 0.07
H 2.042 -0.017 1.399 0.06
H 3.793 0.113 1.186 0.09
H 4.468 -2.360 -0.237 0.05
H 4.893 -0.812 -0.921 0.09
H 4.005 -1.977 -1.897 0.09
H 1.763 0.902 -0.970 0.04
H 2.612 0.116 -2.304 0.11
H 3.526 0.973 -1.069 0.09
H 3.920 -3.499 1.057 0.06
H 3.324 -4.978 1.769 0.08
H 2.427 -3.481 2.000 0.07
H 3.867 -4.193 -1.367 0.06
H 2.493 -5.101 -1.982 0.09
H 3.572 -5.832 -0.785 0.09
H 0.497 -5.212 1.103 0.07
H 1.851 -6.324 0.903 0.08
H 0.808 -5.987 -0.460 0.08
C -0.478 -2.968 2.515 -0.01
C -0.384 -1.840 3.484 -0.31
C 0.024 -2.060 4.817 -0.01
C 0.125 -1.000 5.674 0.01
C -0.232 0.291 5.237 -0.15
C -0.185 1.424 6.071 -0.04
C -0.583 2.644 5.591 -0.08
C -1.048 2.770 4.282 -0.11
C -1.114 1.683 3.432 -0.60
S -1.816 1.903 1.861 0.75
C -0.676 0.409 3.890 -0.25
N -0.698 -0.641 3.048 0.09
H 0.017 -3.856 2.900 0.08
H -0.031 -2.674 1.567 0.06
H -1.523 -3.211 2.325 0.10
H 0.272 -3.059 5.141 0.11
H 0.473 -1.121 6.689 0.12
H 0.159 1.316 7.090 0.11
H -0.548 3.515 6.226 0.11
H -1.388 3.729 3.926 0.10
C -3.951 2.848 -2.852 -0.02
C -3.109 3.865 -2.085 -0.62
C -3.466 3.858 -0.601 -0.03
C -3.320 5.268 -2.668 -0.02
O -1.722 3.578 -2.297 -0.16
P -0.931 2.262 -1.841 0.27
O -0.087 1.718 -2.912 -0.23
O -1.876 1.292 -1.146 -0.40
O 0.022 2.749 -0.582 -0.26
C 0.840 3.924 -0.655 -0.61
C 2.027 3.697 0.287 -0.01
C 1.340 4.173 -2.076 -0.03
C 0.015 5.114 -0.155 -0.02
H -5.006 3.102 -2.787 0.09
H -3.791 1.856 -2.440 0.07
H -3.645 2.838 -3.896 0.09
H -4.490 4.200 -0.468 0.09
H -2.802 4.515 -0.046 0.07
H -3.370 2.855 -0.197 0.03
H -4.372 5.536 -2.611 0.09
H -3.005 5.288 -3.708 0.09
H -2.742 6.006 -2.117 0.08
H 2.676 2.919 -0.105 0.06
H 1.669 3.394 1.272 0.09
H 2.600 4.615 0.382 0.09
H 1.947 3.338 -2.415 0.09
H 1.928 5.087 -2.105 0.10
H 0.497 4.259 -2.756 0.07
H -0.443 4.857 0.799 0.08
H -0.764 5.346 -0.874 0.06
H 0.645 5.991 -0.021 0.09


8
Properties=species:S:1:pos:R:3:lowdin_charge:R:1 method="wB97M-V/def2-TZVPD" s2=12.01 e_above_lowest_ev=2.276 total_charge=+1 lumo_energy_ev="-5.11 / -5.05" homo_lumo_gap_ev="7.24 / 7.48" multiplicity=7
C 0.779 -0.303 0.523 -0.07
C -0.549 0.191 0.814 -0.41
O -1.367 0.558 -0.209 -0.43
O 0.950 -0.375 -0.816 -0.19
H 0.231 0.978 1.404 0.19
H 1.831 -0.680 -1.067 0.12
Sm -0.899 0.080 -2.258 1.63
H -0.976 -0.451 1.610 0.14


142
Properties=species:S:1:pos:R:3:lowdin_charge:R:1 method="wB97M-V/def2-TZVPD" e_above_lowest_ev=0.000 total_charge=0 lumo_energy_ev=0.16 homo_lumo_gap_ev=9.43
C -0.457 -6.687 0.769 -0.08
C -1.842 -6.455 0.144 -0.31
O -1.707 -5.884 -1.156 -0.13
H 0.138 -5.794 0.808 0.06
H 0.084 -7.330 0.069 0.07
H -0.625 -7.177 1.735 0.08
H -2.291 -5.719 0.783 0.09
H -2.446 -7.369 0.133 0.12
H -1.026 -5.164 -1.012 0.05
C 5.302 3.219 2.385 -0.09
C 3.845 3.161 2.602 -0.32
O 3.224 2.580 1.460 -0.10
H 5.741 2.248 2.270 0.08
H 5.872 3.748 3.097 0.06
H 5.499 3.872 1.543 0.08
H 3.415 4.204 2.703 0.11
H 3.612 2.622 3.484 0.09
H 3.682 1.840 1.075 0.01
C -3.058 2.742 1.175 -0.66
O -2.367 3.259 2.081 -0.04
N -2.909 3.186 -0.100 0.18
N -3.876 1.733 1.397 0.21
H -2.214 3.913 -0.222 0.09
H -3.363 2.873 -0.945 0.08
H -4.082 1.686 2.366 0.11
H -4.401 1.295 0.702 0.06
C 0.206 0.963 3.783 -0.57
O 0.871 0.053 4.368 -0.04
N -1.021 1.303 4.244 0.19
N 0.541 1.532 2.582 0.20
H -1.580 0.748 4.867 0.09
H -1.507 1.923 3.606 0.06
H 1.483 1.593 2.265 0.06
H -0.025 2.338 2.292 0.08
C -3.080 -3.667 -4.495 -0.61
O -3.359 -2.585 -5.064 -0.03
N -2.609 -4.764 -5.217 0.17
N -3.105 -3.767 -3.159 0.18
H -2.158 -5.532 -4.757 0.09
H -2.435 -4.538 -6.143 0.07
H -3.442 -2.971 -2.586 0.12
H -3.141 -4.667 -2.741 0.07
C 3.957 -0.376 -0.506 -0.54
O 4.426 0.409 0.339 0.00
N 4.170 -0.198 -1.900 0.16
N 3.265 -1.565 -0.247 0.19
H 3.582 -0.792 -2.377 0.03
H 4.225 0.775 -2.137 0.10
H 3.084 -1.642 0.710 0.04
H 2.551 -1.940 -0.889 0.08
C 0.572 5.198 1.120 -0.66
O 0.130 4.502 0.204 -0.02
N -0.134 5.481 2.211 0.19
N 1.810 5.791 1.055 0.16
H -1.003 4.975 2.073 0.08
H 0.295 5.364 3.104 0.11
H 2.536 5.371 0.487 0.11
H 2.166 6.262 1.916 0.13
C 0.579 -3.272 -2.253 -0.61
O -0.257 -3.329 -1.339 0.00
N 1.052 -2.143 -2.912 0.16
N 0.978 -4.384 -2.903 0.18
H 1.435 -2.218 -3.835 0.10
H 0.701 -1.260 -2.531 0.04
H 1.597 -4.376 -3.689 0.10
H 0.615 -5.234 -2.550 0.09
C 0.467 1.442 -1.493 -0.67
O 0.606 0.432 -2.132 -0.01
N 0.037 1.391 -0.177 0.15
N 0.756 2.703 -1.951 0.16
H -0.448 2.312 0.109 0.08
H -0.582 0.529 -0.006 0.09
H 0.406 3.512 -1.416 0.05
H 0.765 2.797 -2.995 0.12
C -4.115 0.721 -2.569 -0.62
O -4.608 1.109 -1.500 -0.03
N -4.625 1.135 -3.728 0.19
N -2.999 -0.114 -2.668 0.21
H -5.517 1.605 -3.681 0.12
H -4.228 0.873 -4.576 0.04
H -2.386 -0.168 -1.882 0.07
H -2.613 -0.117 -3.557 0.05
C -1.411 -3.546 6.169 -0.07
C -1.174 -2.178 6.814 -0.45
C 0.186 -2.371 7.496 -0.07
O -1.210 -1.160 5.802 -0.08
H -1.534 -4.393 6.852 0.08
H -0.519 -3.638 5.602 0.05
H -2.302 -3.446 5.517 0.08
H -1.838 -1.931 7.617 0.12
H 0.020 -2.860 8.489 0.09
H 0.641 -1.415 7.637 0.06
H 0.981 -2.992 7.030 0.07
H -0.365 -0.875 5.403 0.04
C -1.708 -0.973 -7.787 -0.06
C -1.715 -0.554 -6.323 -0.43
C -0.674 0.517 -6.111 -0.05
O -3.097 -0.032 -6.096 -0.09
H -1.895 -0.177 -8.427 0.06
H -2.328 -1.828 -7.927 0.07
H -0.749 -1.367 -8.109 0.08
H -1.537 -1.471 -5.677 0.13
H -0.388 0.777 -5.090 0.07
H -0.942 1.383 -6.614 0.06
H 0.261 0.214 -6.595 0.09
H -3.678 -0.740 -5.836 0.04
C 3.303 -3.137 4.436 -0.05
C 3.680 -1.834 3.804 -0.54
C 4.990 -1.851 3.049 -0.06
O 2.609 -1.507 2.948 -0.10
H 2.811 -3.688 3.600 0.09
H 2.541 -2.975 5.205 0.06
H 4.199 -3.681 4.722 0.07
H 3.745 -1.080 4.591 0.14
H 4.828 -2.534 2.152 0.10
H 5.782 -2.400 3.529 0.06
H 5.320 -0.822 2.759 0.08
H 2.017 -0.823 3.378 0.05
C -0.254 7.656 -2.768 -0.06
C 0.989 7.044 -2.176 -0.54
C 1.759 6.423 -3.324 -0.07
O 1.723 8.028 -1.523 -0.04
H -0.783 8.215 -1.935 0.10
H -0.822 6.887 -3.304 0.08
H 0.004 8.422 -3.481 0.07
H 0.757 6.219 -1.477 0.11
H 1.218 5.635 -3.806 0.06
H 2.676 5.982 -2.973 0.07
H 2.071 7.082 -4.140 0.09
H 2.331 7.673 -0.849 0.09
C -3.227 -1.993 1.103 -0.06
C -1.831 -1.492 1.270 -0.49
C -0.898 -2.460 1.966 -0.01
O -1.286 -1.065 0.042 -0.09
H -3.344 -3.047 0.834 0.07
H -3.925 -1.326 0.492 0.09
H -3.711 -2.077 2.122 0.10
H -1.941 -0.549 1.842 0.13
H -1.318 -2.889 2.859 0.07
H 0.008 -1.997 2.300 0.06
H -0.604 -3.265 1.264 0.08
H -1.082 -1.843 -0.465 0.04


110
Properties=species:S:1:pos:R:3:lowdin_charge:R:1 method="wB97M-V/def2-TZVPD" s2=8.75 e_above_lowest_ev=0.000 total_charge=+2 lumo_energy_ev="-6.87 / -6.84" homo_lumo_gap_ev="7.20 / 7.23" multiplicity=6
Ba -0.036 1.411 -4.319 1.89
Mn 0.704 -1.210 3.926 1.24
C -0.585 -1.094 -0.097 0.02
C -0.117 -0.316 -1.169 -0.34
C 0.944 0.811 -0.917 -0.33
O 1.199 1.541 -1.883 -0.17
C 1.493 0.938 0.381 0.03
C 0.979 0.180 1.412 -0.34
C -0.035 -0.887 1.149 -0.35
O -0.348 -1.688 2.096 -0.11
O 1.387 0.370 2.607 -0.10
O -0.448 -0.515 -2.353 -0.16
H -1.291 -1.881 -0.318 0.12
H 2.244 1.689 0.579 0.11
C -4.615 -4.126 -2.516 -0.08
C -3.913 -3.164 -1.547 -0.26
C -3.822 -1.755 -2.127 -0.20
C -5.092 -1.098 -2.422 -0.23
N -6.063 -0.541 -2.674 0.17
H -4.077 -4.137 -3.464 0.07
H -5.620 -3.733 -2.689 0.08
H -4.753 -5.117 -2.093 0.08
H -2.930 -3.576 -1.305 0.10
H -4.477 -3.144 -0.611 0.11
H -3.236 -1.767 -3.050 0.11
H -3.298 -1.108 -1.417 0.07
C 3.824 4.791 2.836 -0.09
C 2.766 3.821 2.331 -0.28
C 1.412 3.992 3.019 -0.19
C 1.415 3.595 4.428 -0.23
N 1.379 3.282 5.529 0.15
H 4.137 4.635 3.865 0.08
H 3.450 5.818 2.778 0.08
H 4.660 4.818 2.136 0.08
H 3.117 2.789 2.423 0.09
H 2.623 3.962 1.254 0.09
H 0.636 3.432 2.493 0.10
H 1.104 5.042 3.007 0.12
C -0.636 -3.718 -4.142 -0.09
C 0.636 -3.686 -3.318 -0.24
C 1.871 -3.158 -4.054 -0.15
C 1.758 -1.776 -4.522 -0.18
N 1.732 -0.691 -4.901 0.02
H -1.435 -4.198 -3.577 0.07
H -0.523 -4.309 -5.055 0.09
H -0.995 -2.739 -4.465 0.07
H 0.904 -4.679 -2.958 0.12
H 0.457 -3.075 -2.428 0.09
H 2.135 -3.768 -4.919 0.14
H 2.719 -3.145 -3.365 0.11
C -4.251 1.116 2.174 -0.08
C -3.361 0.761 0.982 -0.26
C -3.774 1.535 -0.279 -0.19
C -3.842 2.981 -0.086 -0.24
N -3.918 4.114 0.079 0.20
H -5.292 0.886 1.962 0.09
H -4.048 2.156 2.437 0.08
H -3.936 0.567 3.065 0.07
H -3.438 -0.310 0.782 0.09
H -2.314 1.002 1.197 0.09
H -4.799 1.232 -0.521 0.12
H -3.180 1.298 -1.165 0.09
C -4.766 -4.069 4.638 -0.10
C -4.445 -3.110 3.498 -0.26
C -3.312 -3.579 2.589 -0.21
C -3.482 -4.928 2.061 -0.24
N -3.577 -5.991 1.642 0.16
H -3.906 -4.329 5.259 0.08
H -5.102 -5.036 4.256 0.08
H -5.573 -3.661 5.242 0.08
H -4.201 -2.138 3.936 0.10
H -5.347 -2.939 2.906 0.11
H -2.350 -3.494 3.103 0.10
H -3.170 -2.896 1.746 0.09
C 0.382 6.057 -0.999 -0.09
C -0.596 5.397 -0.039 -0.22
C -0.636 3.871 -0.193 -0.18
C -1.092 3.455 -1.512 -0.21
N -1.425 3.110 -2.557 0.04
H 0.391 7.136 -0.832 0.09
H 0.076 6.008 -2.048 0.08
H 1.397 5.674 -0.891 0.08
H -1.612 5.772 -0.145 0.11
H -0.206 5.595 0.960 0.10
H -1.238 3.369 0.567 0.11
H 0.358 3.434 -0.040 0.10
C 4.257 2.269 -2.499 -0.10
C 4.889 1.098 -1.748 -0.25
C 5.613 1.456 -0.446 -0.19
C 6.537 2.577 -0.615 -0.23
N 7.290 3.434 -0.728 0.17
H 4.935 3.124 -2.465 0.07
H 3.374 2.591 -1.945 0.05
H 4.031 2.052 -3.541 0.07
H 5.678 0.727 -2.413 0.12
H 4.210 0.247 -1.645 0.08
H 6.191 0.576 -0.159 0.11
H 4.946 1.701 0.386 0.10
C 3.002 -2.566 -0.362 -0.08
C 4.137 -1.930 0.435 -0.24
C 4.418 -2.699 1.734 -0.12
C 3.327 -2.506 2.672 -0.10
N 2.469 -2.345 3.412 0.14
H 2.834 -2.036 -1.302 0.06
H 2.052 -2.475 0.171 0.07
H 3.181 -3.625 -0.548 0.09
H 3.884 -0.887 0.637 0.10
H 5.048 -1.913 -0.164 0.12
H 5.305 -2.283 2.222 0.14
H 4.636 -3.752 1.559 0.14


69
Properties=species:S:1:pos:R:3:lowdin_charge:R:1 method="wB97M-V/def2-TZVPD" e_above_lowest_ev=4.660 total_charge=-1 lumo_energy_ev="2.31 / 2.32" homo_lumo_gap_ev="4.40 / 4.23"
Cd 0.860 -1.260 0.986 1.29
Br -2.768 4.178 4.690 0.59
C -1.590 2.677 4.335 -0.69
C -0.184 2.757 4.680 -0.16
C 0.685 1.878 4.054 -0.08
C 0.279 0.817 3.206 -0.38
O 1.180 -0.020 2.680 -0.35
C -1.170 0.651 3.079 -0.19
C -1.798 -0.485 2.536 -0.17
N -1.104 -1.592 2.097 -0.07
C -1.840 -2.812 2.000 -0.23
C -3.029 -3.049 2.653 -0.07
C -3.682 -4.256 2.516 -0.13
C -3.297 -5.187 1.612 -0.09
C -2.085 -5.048 0.884 -0.17
C -1.456 -6.118 0.228 -0.05
C -0.212 -5.940 -0.310 -0.09
C 0.420 -4.729 -0.020 -0.17
N -0.050 -3.717 0.690 0.06
C -1.292 -3.874 1.146 -0.17
C -2.079 1.570 3.678 -0.13
H 0.149 3.630 5.318 0.10
H 1.761 1.849 4.336 0.11
H -2.863 -0.448 2.421 0.09
H -3.377 -2.290 3.428 0.12
H -4.583 -4.445 3.049 0.09
H -3.888 -6.045 1.328 0.09
H -2.107 -6.996 -0.054 0.13
H 0.353 -6.740 -0.850 0.11
H 1.375 -4.608 -0.527 0.10
H -3.143 1.447 3.449 0.10
Br 3.717 -1.357 1.252 0.78
C 3.919 -1.309 -0.622 -0.63
C 5.252 -1.353 -0.990 -0.15
C 5.613 -1.902 -2.280 -0.07
C 4.572 -2.214 -3.141 -0.06
C 3.222 -1.995 -2.774 -0.19
C 2.219 -2.160 -3.823 -0.06
C 0.921 -2.152 -3.527 -0.09
C 0.550 -1.817 -2.165 -0.17
C 1.428 -1.524 -1.170 -0.22
C 2.831 -1.455 -1.537 -0.26
H 5.981 -1.106 -0.224 0.08
H 6.599 -2.111 -2.566 0.07
H 4.721 -2.753 -4.100 0.11
H 2.749 -2.312 -4.767 0.10
H 0.119 -2.389 -4.186 0.09
H -0.540 -1.800 -2.029 0.09
F -0.129 2.023 -0.261 -0.18
C 1.326 4.279 0.122 -0.15
P 0.351 3.341 -1.053 0.80
C 1.324 2.738 -2.364 -0.19
C -1.102 4.171 -1.532 -0.41
C -0.966 5.177 -2.496 -0.17
C -1.992 6.021 -2.715 -0.15
C -3.202 5.864 -2.023 -0.15
C -3.270 4.940 -1.000 -0.13
C -2.248 4.017 -0.807 -0.14
H 2.346 3.995 0.174 0.03
H 0.894 4.211 1.133 0.07
H 1.186 5.303 -0.289 0.07
H 2.393 2.896 -2.208 0.05
H 1.119 2.933 -3.447 0.08
H 1.285 1.606 -2.303 0.07
H -0.075 5.327 -3.145 0.11
H -1.872 6.601 -3.610 0.09
H -4.090 6.448 -2.272 0.08
H -4.219 4.867 -0.407 0.11
H -2.398 3.156 -0.165 0.10


12
Properties=species:S:1:pos:R:3:lowdin_charge:R:1 method="wB97M-V/def2-TZVPD" e_above_lowest_ev=2.115 total_charge=0 lumo_energy_ev=-0.29 homo_lumo_gap_ev=8.57
O -0.905 -0.752 2.362 0.00
C -1.056 -0.937 1.053 -0.12
C -0.325 -0.321 0.081 -0.26
C 0.902 0.498 0.240 -0.03
C 1.334 0.828 -1.042 -0.66
Cl 2.503 2.039 -1.494 0.63
C 0.355 0.238 -1.931 -0.18
N -0.676 -0.393 -1.360 0.09
H -1.640 -1.082 3.016 0.18
H -2.045 -1.560 0.931 0.16
H 1.284 1.037 1.108 0.11
H 0.269 0.404 -2.963 0.09